Record 1
Below is a structure of composition C31H35Cl2N9OTi, with properties calculated with ωB97M-V with the def2-TZVPD basis set.

```
79
Properties=species:S:1:pos:R:3:mulliken_spin:R:1
Ti -0.05 0.30 -0.16 1.7595
C 1.91 -0.56 2.33 0.0175
N 1.53 -1.14 1.03 0.0375
C 1.11 -2.53 1.15 0.0624
C -0.27 -2.55 1.74 0.0179
N -1.09 -1.53 1.73 -0.0146
C -2.22 -1.97 2.42 0.0065
C -3.39 -1.30 2.79 0.0042
C -4.34 -1.99 3.51 0.0008
C -4.15 -3.33 3.87 0.0001
C -2.99 -4.01 3.55 0.0002
C -2.04 -3.29 2.83 -0.0022
N -0.78 -3.64 2.37 0.0006
C 1.86 0.93 2.24 0.0340
N 1.17 1.55 1.31 -0.1063
C 1.31 2.91 1.59 0.0296
C 0.80 4.03 0.93 0.0015
C 1.11 5.27 1.45 0.0005
C 1.92 5.41 2.59 -0.0005
C 2.44 4.31 3.24 0.0015
C 2.12 3.06 2.72 0.0025
N 2.45 1.77 3.10 0.0046
H 1.18 -0.89 3.07 0.0039
H 2.89 -0.90 2.66 -0.0002
H 2.34 -1.09 0.42 0.0128
H 1.09 -2.99 0.16 -0.0137
H 1.78 -3.13 1.77 -0.0010
H -3.56 -0.25 2.55 0.0029
H -5.25 -1.49 3.81 0.0000
H -4.92 -3.84 4.44 0.0000
H -2.83 -5.03 3.84 0.0001
H -0.31 -4.52 2.52 0.0000
H 0.20 3.92 0.04 0.0090
H 0.74 6.16 0.97 0.0000
H 2.15 6.40 2.96 0.0000
H 3.07 4.41 4.12 0.0000
H 3.04 1.52 3.88 0.0000
Cl -0.05 4.65 -2.80 0.0004
C 0.93 3.23 -3.14 0.0210
C 1.84 3.29 -4.20 -0.0105
C 2.61 2.21 -4.50 0.0138
Cl 3.73 2.28 -5.81 0.0016
C 2.48 1.01 -3.75 -0.0061
C 3.20 -0.17 -4.01 0.0372
C 2.98 -1.28 -3.24 0.0024
C 2.07 -1.20 -2.18 0.0963
N 1.39 -0.11 -1.88 -0.1123
C 1.57 0.99 -2.67 0.0750
C 0.75 2.12 -2.33 -0.0105
O -0.10 2.03 -1.35 -0.0952
H 1.94 4.21 -4.77 -0.0003
H 3.91 -0.19 -4.83 0.0024
H 3.51 -2.21 -3.43 0.0002
H 1.90 -2.08 -1.57 -0.0146
N -2.97 3.24 -3.25 0.0006
C -3.40 2.15 -2.31 -0.0033
C -3.10 2.63 -0.89 0.0085
C -3.20 1.50 0.17 -0.0127
N -1.90 1.35 0.85 0.0456
C -3.68 0.19 -0.45 0.0204
C -2.94 -0.28 -1.70 -0.0105
N -1.66 -0.94 -1.34 0.0315
C -2.65 0.87 -2.69 0.0276
H -3.53 4.08 -3.14 0.0000
H -3.04 2.95 -4.23 0.0001
H -1.98 3.52 -3.07 -0.0003
H -4.47 2.03 -2.46 -0.0005
H -3.79 3.44 -0.63 -0.0010
H -2.08 3.02 -0.88 0.0003
H -3.96 1.80 0.90 0.0018
H -2.00 0.76 1.67 0.0125
H -1.58 2.25 1.17 -0.0053
H -4.73 0.31 -0.71 0.0001
H -3.65 -0.61 0.30 -0.0036
H -3.58 -1.00 -2.20 -0.0014
H -1.22 -1.31 -2.18 0.0129
H -1.89 -1.74 -0.76 0.0111
H -2.93 0.58 -3.70 0.0014
H -1.59 1.10 -2.67 -0.0085
```

Calculated values
Energy relative to the best compared isomer or geometry (same formula, charge and spin): 11.4 kJ/mol
Net charge: +2
⟨S²⟩: 2.01
Molecular weight: 668.46 g/mol
E_HOMO (alpha / beta): -0.39978 / -0.45443 hartree
Spin multiplicity: 3

Record 2
Below is a structure of composition C31H35CrF9N4OP2, with properties calculated with ωB97M-V with the def2-TZVPD basis set.

```
83
Properties=species:S:1:pos:R:3:mulliken_spin:R:1
Cr -0.20 0.81 0.24 3.7525
C 1.66 0.16 -0.84 0.1132
C 1.89 1.30 -0.06 -0.1736
C 1.98 2.71 -0.60 0.2494
C 0.69 3.55 -0.60 -0.0605
C -0.58 2.75 -0.75 0.1067
C -0.70 1.71 -1.70 -0.0060
C 0.38 1.36 -2.69 0.0287
C 1.25 0.17 -2.27 -0.0509
C -1.19 1.07 2.00 -0.1028
H 1.98 -0.81 -0.45 0.0262
H 2.44 1.15 0.88 -0.0362
H 2.41 2.72 -1.61 -0.0077
H 2.70 3.22 0.06 -0.0041
H 0.64 4.12 0.35 0.0485
H 0.78 4.32 -1.38 0.0123
H -1.48 3.24 -0.34 -0.0159
H -1.71 1.34 -1.97 0.0267
H 1.04 2.20 -2.92 0.0040
H -0.10 1.08 -3.63 0.0006
H 0.69 -0.75 -2.48 -0.0004
H 2.14 0.11 -2.93 0.0092
H -1.73 0.11 2.15 0.0061
H -1.94 1.88 1.99 0.0240
H -0.48 1.20 2.84 -0.0052
P 0.71 7.87 0.19 0.0018
P 3.81 6.67 0.76 -0.0003
N -0.33 8.31 -1.15 -0.0004
N 0.13 9.23 1.21 0.0000
N 4.36 6.35 -0.89 -0.0002
N 5.44 6.77 1.42 0.0000
C 2.24 8.73 -0.42 0.0000
C 3.46 8.47 0.48 -0.0001
C -1.25 7.41 -1.70 -0.0026
C -1.89 8.03 -2.77 0.0002
C -1.36 9.36 -2.88 0.0001
C -0.39 9.50 -1.89 -0.0001
C -0.46 9.00 2.46 -0.0001
C -0.75 10.22 3.05 0.0000
C -0.35 11.25 2.13 -0.0001
C 0.21 10.61 1.03 0.0000
C 3.92 5.20 -1.54 0.0097
C 4.34 5.23 -2.86 0.0006
C 5.05 6.45 -3.05 0.0001
C 5.02 7.14 -1.84 0.0001
C 6.61 7.33 0.89 0.0000
C 7.54 7.48 1.90 0.0000
C 6.95 6.97 3.11 0.0000
C 5.67 6.54 2.79 0.0000
H 2.09 9.81 -0.54 0.0000
H 2.41 8.31 -1.43 0.0000
H 4.35 8.99 0.07 0.0000
H 3.29 8.88 1.49 0.0000
H -1.35 6.42 -1.28 0.0019
H -2.64 7.59 -3.41 0.0000
H -1.65 10.12 -3.58 0.0000
H 0.27 10.33 -1.67 0.0000
H -0.59 7.98 2.80 0.0000
H -1.19 10.37 4.02 0.0000
H -0.45 12.32 2.26 0.0000
H 0.67 11.04 0.15 0.0000
H 3.34 4.48 -0.99 -0.0094
H 4.13 4.46 -3.60 0.0001
H 5.53 6.79 -3.96 0.0000
H 5.40 8.12 -1.59 0.0000
H 6.69 7.56 -0.16 0.0000
H 8.52 7.91 1.80 0.0000
H 7.41 6.94 4.08 0.0000
H 4.90 6.08 3.40 0.0000
F 0.83 -2.83 -2.05 0.0008
C 0.47 -3.29 -0.83 0.0072
F 0.14 -4.60 -0.97 0.0004
F 1.59 -3.21 -0.05 0.0005
C -0.70 -2.39 -0.20 -0.0188
O -0.49 -1.08 -0.28 0.0215
C -2.03 -2.71 -1.04 0.0111
F -2.52 -3.98 -0.89 0.0007
F -3.00 -1.85 -0.66 -0.0004
F -1.79 -2.50 -2.36 0.0006
C -0.90 -2.90 1.29 0.0242
F -0.52 -4.19 1.50 0.0011
F -0.16 -2.10 2.09 0.0050
F -2.20 -2.78 1.67 0.0000
```

Calculated values
Energy relative to the best compared isomer or geometry (same formula, charge and spin): 15.2 kJ/mol
⟨S²⟩: 6.05
Molecular weight: 764.57 g/mol
E_HOMO (alpha / beta): -0.29004 / -0.31328 hartree
Spin multiplicity: 5

Record 3
Below is a structure of composition C31H35NO7PS3Yb, with properties calculated with ωB97M-V with the def2-TZVPD basis set.

```
79
Properties=species:S:1:pos:R:3:mulliken_spin:R:1
Yb 0.35 -2.07 -1.01 0.0089
O -1.80 -2.90 -0.87 0.0056
C -2.27 -4.02 -1.66 0.0004
C -1.10 -4.64 -2.40 -0.0001
N -0.09 -3.69 -2.90 0.0003
C -0.44 -2.92 -4.11 -0.0001
C -0.02 -1.44 -4.06 0.0006
O 0.10 -0.83 -5.13 -0.0001
O 0.22 -1.01 -2.84 0.0005
C 1.21 -4.36 -3.01 0.0000
C 2.01 -4.51 -1.65 0.0001
O 2.72 -5.50 -1.46 0.0000
O 1.87 -3.51 -0.84 0.0001
H -2.57 -2.62 -0.30 -0.0005
H -2.71 -4.83 -1.04 0.0001
H -3.07 -3.70 -2.38 0.0001
H -0.56 -5.32 -1.71 0.0000
H -1.47 -5.27 -3.18 -0.0001
H -0.04 -3.38 -5.00 0.0000
H -1.53 -2.95 -4.22 0.0000
H 1.27 -5.41 -3.36 0.0000
H 1.88 -3.75 -3.72 -0.0001
C 3.43 -0.12 -3.76 -0.0001
C 2.60 0.51 -2.68 0.0004
S 2.84 -0.42 -1.09 0.0001
C 4.28 0.33 -0.09 -0.0002
C 5.29 -0.66 0.50 0.0000
S 5.77 -2.01 -0.67 0.0000
C 6.91 -1.36 -1.94 0.0000
C 6.15 -1.00 -3.18 0.0000
S 4.35 -1.55 -2.99 -0.0001
H 2.81 -0.59 -4.53 -0.0001
H 4.16 0.53 -4.20 0.0001
H 2.83 1.61 -2.60 0.0000
H 1.50 0.28 -2.84 -0.0002
H 4.71 1.09 -0.78 0.0000
H 3.67 0.76 0.68 0.0003
H 6.24 -0.21 0.78 0.0000
H 4.91 -1.23 1.31 0.0000
H 7.47 -0.49 -1.54 0.0000
H 7.52 -2.24 -2.14 0.0000
H 6.11 0.09 -3.39 0.0000
H 6.61 -1.53 -4.10 0.0000
O -0.58 -0.37 0.48 0.1552
C -0.99 0.32 1.40 0.1909
O -1.25 1.70 1.13 -0.0133
C -1.56 -0.15 2.69 0.1788
C -1.34 -1.27 3.51 0.0698
C -2.37 -1.69 4.39 -0.0157
C -3.38 -0.78 4.66 0.1579
C -3.51 0.48 4.07 -0.0663
C -2.55 0.77 3.11 0.1714
P -2.35 2.23 2.25 0.0128
C -1.43 3.43 3.06 0.0589
C -1.17 3.31 4.46 -0.0223
C -0.47 4.35 5.08 0.0028
C -0.15 5.54 4.41 0.0030
C -0.27 5.55 2.99 0.0026
C -1.04 4.56 2.38 -0.0032
C -3.81 2.95 1.51 0.0655
C -4.22 4.28 1.75 -0.0091
C -5.32 4.80 1.03 -0.0028
C -6.00 4.02 0.04 0.0073
C -5.75 2.66 -0.04 -0.0054
C -4.61 2.13 0.66 0.0147
H -0.44 -1.84 3.44 0.0163
H -2.34 -2.59 5.05 -0.0042
H -4.10 -0.94 5.50 0.0143
H -4.16 1.26 4.39 -0.0053
H -1.40 2.41 4.97 0.0068
H -0.08 4.24 6.07 -0.0002
H 0.23 6.43 4.92 0.0000
H 0.29 6.32 2.45 -0.0003
H -1.27 4.62 1.31 0.0008
H -3.66 4.84 2.52 0.0017
H -5.57 5.82 1.18 -0.0001
H -6.85 4.46 -0.53 0.0007
H -6.28 1.93 -0.71 0.0000
H -4.36 1.06 0.50 0.0004
```

Calculated values
⟨S²⟩: 0.76
Molecular weight: 833.84 g/mol
E_HOMO (alpha / beta): -0.19673 / -0.19642 hartree
Spin multiplicity: 2